Record 1
Molecular formula: C28H25ClN4PSSc
Method: DFT, ωB97M-V with the def2-TZVPD basis set

* gap between HOMO and LUMO: 0.29696 Ha
* F_max: 0.48 eV Å⁻¹

```
! RIJCOSX wB97M-V def2-TZVPD def2/J DEFGRID3
* xyz 2 1
Sc 0.909 0.425 -0.620
Cl -0.872 1.340 -2.424
C -2.341 1.408 -1.415
C -3.177 2.489 -1.592
C -4.342 2.535 -0.835
C -4.637 1.519 0.061
C -3.775 0.443 0.210
C -2.600 0.363 -0.537
P -1.419 -1.006 -0.378
C -1.870 -1.894 1.117
C -2.708 -3.008 1.048
C -3.077 -3.666 2.211
C -2.616 -3.214 3.440
C -1.780 -2.108 3.510
C -1.400 -1.452 2.351
C -1.650 -2.063 -1.814
C -0.688 -3.047 -2.057
C -0.815 -3.881 -3.153
C -1.894 -3.730 -4.016
C -2.848 -2.751 -3.781
C -2.731 -1.916 -2.679
H -2.937 3.267 -2.303
H -5.018 3.370 -0.953
H -5.546 1.563 0.644
H -4.012 -0.349 0.910
H -3.067 -3.364 0.090
H -3.725 -4.530 2.155
H -2.907 -3.729 4.345
H -1.420 -1.761 4.469
H -0.738 -0.593 2.422
H 0.153 -3.176 -1.382
H -0.075 -4.647 -3.338
H -1.989 -4.380 -4.875
H -3.687 -2.639 -4.453
H -3.484 -1.159 -2.500
C 5.108 4.453 -2.702
C 3.978 3.717 -2.073
C 3.044 4.363 -1.242
C 2.023 3.613 -0.723
N 1.929 2.300 -1.007
C 2.863 1.760 -1.812
S 2.664 0.028 -2.173
N 3.877 2.415 -2.345
H 5.335 5.375 -2.173
H 4.832 4.706 -3.729
H 5.986 3.814 -2.749
H 3.132 5.416 -1.024
H 1.261 4.037 -0.080
N 3.988 -0.310 4.837
C 3.326 -0.145 3.690
C 3.508 -1.024 2.600
C 2.823 -0.806 1.440
N 1.951 0.217 1.264
C 1.771 1.052 2.314
C 2.413 0.919 3.511
H 4.646 -1.061 4.956
H 3.871 0.326 5.607
H 4.191 -1.858 2.672
H 2.971 -1.464 0.591
H 1.073 1.872 2.170
H 2.224 1.627 4.304
*
```

=====

Record 2
Molecular formula: C28H25F15N4PdSi
Method: DFT, ωB97M-V with the def2-TZVPD basis set

* gap between HOMO and LUMO (alpha / beta): 0.23065 / 0.22877 Ha
* F_max: 0.58 eV Å⁻¹

```
! RIJCOSX wB97M-V def2-TZVPD def2/J DEFGRID3
* xyz -2 3
Pd -0.719 -0.204 0.138
C -3.757 -1.640 -0.159
N -2.355 -1.938 0.106
C -2.211 -2.616 1.399
C -2.161 -1.617 2.529
N -0.915 -0.889 2.386
C -0.575 0.000 3.345
C 0.793 0.370 3.487
F 1.704 -0.254 2.726
C 1.257 1.288 4.398
F 2.570 1.566 4.470
C 0.390 1.901 5.289
F 0.834 2.816 6.180
C -0.936 1.544 5.235
F -1.809 2.125 6.085
C -1.400 0.624 4.310
F -2.735 0.389 4.345
C -1.775 -2.736 -0.972
C -1.757 -2.030 -2.310
N -1.083 -0.756 -2.178
C -0.808 -0.056 -3.286
C -0.120 1.194 -3.201
F 0.186 1.687 -1.993
C 0.268 1.949 -4.281
F 0.931 3.103 -4.085
C -0.019 1.558 -5.579
F 0.377 2.296 -6.644
C -0.720 0.390 -5.734
F -1.047 -0.022 -6.980
C -1.110 -0.375 -4.647
F -1.853 -1.470 -4.981
H -4.335 -2.575 -0.247
H -3.859 -1.067 -1.074
H -4.170 -1.045 0.651
H -1.272 -3.172 1.392
H -3.033 -3.335 1.548
H -2.196 -2.165 3.483
H -3.054 -0.989 2.492
H -2.318 -3.692 -1.079
H -0.746 -2.963 -0.686
H -2.782 -1.927 -2.688
H -1.248 -2.715 -3.000
C 4.146 -1.535 -0.193
Si 2.275 -1.473 -0.505
C 2.071 -2.006 -2.295
C 1.589 -2.847 0.603
N 1.507 -0.003 -0.137
C 2.100 1.206 0.127
C 3.364 1.593 -0.389
C 3.946 2.814 -0.082
C 3.303 3.735 0.738
C 2.045 3.393 1.232
C 1.464 2.176 0.931
H 4.447 -2.584 -0.082
H 4.408 -1.004 0.729
H 4.730 -1.102 -1.011
H 2.479 -3.013 -2.453
H 2.595 -1.312 -2.962
H 1.014 -2.001 -2.580
H 1.277 -3.737 0.042
H 0.742 -2.468 1.184
H 2.356 -3.157 1.323
H 3.873 0.923 -1.069
H 4.916 3.058 -0.505
H 3.760 4.688 0.977
H 1.503 4.090 1.864
H 0.499 1.929 1.338
F -3.069 1.257 -0.892
C -2.303 1.282 0.262
F -3.183 0.941 1.285
C -2.104 2.787 0.512
F -3.290 3.429 0.639
F -1.440 3.008 1.657
F -1.449 3.382 -0.483
*
```

=====

Record 3
Molecular formula: C28H25N5O2Re
Method: DFT, ωB97M-V with the def2-TZVPD basis set

* gap between HOMO and LUMO (alpha / beta): 0.25606 / 0.24447 Ha
* F_max: 1.18 eV Å⁻¹

```
! RIJCOSX wB97M-V def2-TZVPD def2/J DEFGRID3
* xyz 4 2
Re 0.173 -0.558 0.011
C 4.266 -1.036 1.043
O 3.498 -0.792 2.304
C 2.253 -0.897 2.014
N 1.948 -1.280 0.806
C 3.195 -1.645 0.114
C 2.988 -1.230 -1.312
C 1.648 -1.460 -1.791
C 1.389 -1.203 -3.173
C 2.358 -0.661 -3.985
C 3.633 -0.418 -3.467
C 3.949 -0.702 -2.129
C 1.098 -0.688 2.885
C 1.013 -0.740 4.262
C -0.248 -0.911 4.833
C -1.353 -1.129 4.017
C -1.174 -1.058 2.645
N 0.007 -0.746 2.093
C -2.094 -1.440 1.583
N -1.583 -1.535 0.373
C -2.729 -1.694 -0.578
C -3.910 -1.941 0.384
O -3.347 -1.650 1.726
C -2.666 -0.399 -1.360
C -1.395 -0.145 -1.944
C -1.189 1.034 -2.683
C -2.196 1.975 -2.784
C -3.439 1.698 -2.224
C -3.682 0.510 -1.523
H 5.064 -1.725 1.303
H 4.676 -0.077 0.732
H 3.298 -2.735 0.128
H 1.151 -2.370 -1.391
H 0.440 -1.490 -3.613
H 2.160 -0.479 -5.034
H 4.405 -0.028 -4.121
H 4.961 -0.538 -1.778
H 1.907 -0.697 4.873
H -0.352 -0.953 5.910
H -2.320 -1.385 4.433
H -2.594 -2.563 -1.223
H -4.246 -2.974 0.394
H -4.759 -1.273 0.270
H -0.860 -1.032 -2.296
H -0.262 1.178 -3.232
H -2.050 2.884 -3.352
H -4.249 2.405 -2.350
H -4.676 0.333 -1.129
N 1.562 1.449 -0.093
C 0.434 2.196 0.417
C 0.360 3.501 0.823
C -0.876 3.953 1.287
C -1.970 3.098 1.306
C -1.819 1.784 0.899
N -0.619 1.340 0.477
H 2.448 1.618 0.380
H 1.714 1.654 -1.085
H 1.222 4.154 0.775
H -0.981 4.977 1.626
H -2.939 3.444 1.639
H -2.645 1.092 0.885
*
```

=====

Record 4
Molecular formula: C28H25N5O2SSn
Method: DFT, ωB97M-V with the def2-TZVPD basis set

* gap between HOMO and LUMO: 0.30591 Ha
* F_max: 0.74 eV Å⁻¹

```
! RIJCOSX wB97M-V def2-TZVPD def2/J DEFGRID3
* xyz 0 1
Sn 0.597 1.283 0.550
C 4.161 1.284 2.657
C 3.123 2.372 2.592
C 3.169 3.332 1.586
C 2.175 4.299 1.467
C 2.194 5.277 0.325
C 1.133 4.304 2.389
C 1.072 3.366 3.416
C -0.071 3.375 4.396
C 2.072 2.403 3.503
H 3.847 0.444 2.031
H 4.287 0.913 3.673
H 5.125 1.631 2.286
H 4.003 3.337 0.892
H 3.211 5.481 -0.007
H 1.716 6.217 0.598
H 1.647 4.855 -0.522
H 0.363 5.065 2.317
H -0.900 2.780 4.006
H -0.437 4.387 4.568
H 0.226 2.943 5.351
H 2.041 1.673 4.307
N -2.879 -3.115 -5.063
C -2.071 -2.171 -4.466
C -1.635 -1.054 -5.191
C -0.802 -0.123 -4.606
C -0.392 -0.310 -3.296
C -0.799 -1.414 -2.563
C -1.636 -2.343 -3.146
S 0.583 0.925 -2.524
O 1.451 0.260 -1.537
O 1.252 1.708 -3.516
N -0.341 1.844 -1.563
C -1.649 1.666 -1.267
N -2.604 1.460 -2.184
C -3.850 1.387 -1.743
C -4.200 1.534 -0.408
C -3.150 1.698 0.477
N -1.890 1.744 0.067
H -3.372 -2.838 -5.894
H -3.377 -3.742 -4.457
H -1.956 -0.925 -6.218
H -0.466 0.753 -5.144
H -0.455 -1.511 -1.538
H -1.961 -3.214 -2.588
H -4.604 1.199 -2.502
H -5.225 1.500 -0.072
H -3.309 1.780 1.546
N 0.602 -8.797 1.428
C 0.544 -7.650 1.367
C 0.449 -6.226 1.290
C 0.192 -5.609 0.065
C 0.073 -4.236 -0.001
C 0.210 -3.451 1.149
C 0.474 -4.078 2.371
C 0.592 -5.451 2.442
C 0.098 -2.029 1.061
C 0.001 -0.819 0.974
H 0.092 -6.214 -0.826
H -0.121 -3.749 -0.948
H 0.580 -3.470 3.259
H 0.796 -5.939 3.385
*
```

=====

Record 5
Molecular formula: C28H26AlN4O2
Method: DFT, ωB97M-V with the def2-TZVPD basis set

* gap between HOMO and LUMO: 0.24563 Ha
* F_max: 3.80 eV Å⁻¹

```
! RIJCOSX wB97M-V def2-TZVPD def2/J DEFGRID3
* xyz 1 1
Al 4.327 9.789 13.379
C 6.086 10.601 8.903
C 6.155 9.217 9.460
C 6.646 8.239 8.611
C 6.528 6.850 8.840
C 5.853 6.441 9.944
C 5.522 7.353 11.020
C 4.838 6.833 12.314
C 5.738 8.754 10.817
N 5.536 9.746 11.843
C 6.438 10.781 11.976
O 7.647 10.766 11.791
C 5.699 11.990 12.339
C 5.981 13.333 12.039
C 5.096 14.229 12.651
C 3.884 13.847 13.212
C 3.661 12.529 13.388
N 4.586 11.621 13.054
C 2.414 11.723 13.818
O 1.365 12.332 13.961
N 2.554 10.335 13.857
C 1.418 9.599 14.227
C 0.814 9.685 15.550
C 1.352 10.522 16.657
C -0.393 8.978 15.715
C -1.001 8.358 14.601
C -0.324 8.188 13.333
C 0.890 8.836 13.148
C 1.466 8.898 11.736
H 5.828 10.726 7.846
H 7.055 11.214 9.021
H 5.376 11.227 9.569
H 7.076 8.634 7.662
H 7.028 6.201 8.058
H 5.474 5.452 10.113
H 3.990 6.222 12.049
H 4.418 7.672 12.803
H 5.466 6.293 12.998
H 6.853 13.642 11.383
H 5.374 15.252 12.831
H 3.260 14.713 13.535
H 2.420 10.893 16.501
H 1.320 9.912 17.569
H 0.803 11.391 16.922
H -0.855 8.945 16.740
H -1.991 7.962 14.775
H -0.687 7.441 12.646
H 2.581 8.671 11.722
H 1.271 9.795 11.146
H 1.089 8.041 11.085
C 6.471 8.504 17.369
C 5.482 9.458 17.410
C 5.055 10.010 16.190
N 5.323 9.379 14.993
C 6.442 8.546 14.956
C 6.977 8.054 16.111
H 6.815 8.091 18.279
H 4.999 9.810 18.277
H 4.442 10.918 16.199
H 6.842 8.342 13.956
H 7.676 7.203 16.045
*
```

=====

Record 6
Molecular formula: C28H26AsFeN5O3S
Method: DFT, ωB97M-V with the def2-TZVPD basis set

* gap between HOMO and LUMO (alpha / beta): 0.27916 / 0.22159 Ha
* F_max: 1.04 eV Å⁻¹

```
! RIJCOSX wB97M-V def2-TZVPD def2/J DEFGRID3
* xyz 1 6
Fe -0.070 -0.332 -0.607
C -2.093 5.376 0.448
C -2.607 4.149 1.189
N -2.734 2.974 0.330
C -1.694 2.189 0.004
S -2.063 0.844 -1.103
N -0.507 2.461 0.470
N 0.449 1.589 0.019
C 1.615 2.062 -0.217
C 1.959 3.494 0.015
C 2.588 1.089 -0.769
C 3.857 1.446 -1.177
C 4.712 0.464 -1.659
C 4.277 -0.845 -1.697
C 2.981 -1.122 -1.283
N 2.150 -0.179 -0.854
H -2.088 6.242 1.111
H -2.728 5.608 -0.410
H -1.075 5.208 0.091
H -3.590 4.341 1.616
H -1.936 3.888 2.007
H -3.600 2.802 -0.150
H 1.409 3.864 0.876
H 1.649 4.090 -0.848
H 3.024 3.637 0.170
H 4.183 2.475 -1.126
H 5.709 0.725 -1.990
H 4.914 -1.647 -2.044
H 2.602 -2.135 -1.289
C -5.877 -3.577 -1.076
C -4.645 -3.784 -1.683
C -3.505 -3.195 -1.155
C -3.612 -2.413 -0.011
C -4.840 -2.192 0.599
C -5.975 -2.782 0.059
As -2.014 -1.690 0.752
C -1.169 -3.019 1.879
C -0.623 -4.235 1.502
C -0.031 -5.035 2.471
C 0.024 -4.605 3.791
C -0.525 -3.386 4.163
C -1.138 -2.585 3.206
C -1.830 -1.308 3.468
C -1.974 -0.700 4.710
C -2.721 0.463 4.830
C -3.341 1.027 3.723
C -3.192 0.439 2.474
C -2.431 -0.713 2.353
H -6.766 -4.034 -1.491
H -4.570 -4.400 -2.571
H -2.547 -3.347 -1.640
H -4.914 -1.582 1.491
H -6.937 -2.622 0.530
H -0.645 -4.560 0.471
H 0.392 -5.993 2.195
H 0.493 -5.230 4.540
H -0.488 -3.075 5.199
H -1.518 -1.137 5.589
H -2.834 0.926 5.803
H -3.942 1.922 3.835
H -3.671 0.870 1.604
O 0.141 -3.550 -2.514
N 0.138 -2.532 -1.887
O -0.247 -1.412 -2.384
O 0.470 -2.466 -0.657
*
```

=====

Record 7
Molecular formula: C28H26AuN3O8
Method: DFT, ωB97M-V with the def2-TZVPD basis set

* gap between HOMO and LUMO (alpha / beta): 0.27034 / 0.19858 Ha
* F_max: 1.42 eV Å⁻¹

```
! RIJCOSX wB97M-V def2-TZVPD def2/J DEFGRID3
* xyz 0 3
Au 0.544 0.018 1.008
O 4.965 3.181 1.863
C 4.115 4.040 1.279
C 4.675 5.208 0.758
C 3.887 6.166 0.161
C 2.507 5.992 0.071
C 1.940 4.842 0.566
C 2.716 3.844 1.169
C 1.995 2.638 1.608
O 0.790 2.490 1.402
N 2.725 1.691 2.320
N 2.119 0.565 2.519
C 2.637 -0.345 3.309
C 1.941 -1.478 3.768
C 2.620 -2.343 4.666
C 1.993 -3.386 5.275
C 0.619 -3.616 5.026
C -0.072 -2.826 4.158
C 0.547 -1.743 3.464
O -0.175 -1.085 2.643
H 4.441 2.439 2.229
H 5.747 5.334 0.841
H 4.345 7.057 -0.247
H 1.891 6.755 -0.385
H 0.873 4.675 0.496
H 3.645 -0.183 3.693
H 3.665 -2.147 4.870
H 2.541 -4.029 5.950
H 0.115 -4.432 5.526
H -1.121 -2.990 3.949
O -0.733 -1.284 -0.396
C -1.142 -2.426 -0.223
C -0.490 -3.626 -0.846
C -1.481 -4.095 -1.953
C -2.407 -2.989 -2.519
C -3.701 -2.714 -1.722
C -3.472 -1.990 -0.386
N -2.375 -2.665 0.321
H -0.318 -4.420 -0.116
H 0.467 -3.331 -1.270
H -2.101 -4.912 -1.575
H -0.895 -4.504 -2.776
H -2.710 -3.297 -3.520
H -1.844 -2.057 -2.633
H -4.200 -3.669 -1.526
H -4.374 -2.114 -2.338
H -4.371 -2.006 0.228
H -3.174 -0.954 -0.546
H -2.567 -3.649 0.449
O 2.037 1.431 -2.673
C 1.235 1.138 -1.801
O 1.610 0.700 -0.637
C -0.242 1.178 -2.170
C -1.243 1.512 -1.271
C -2.586 1.570 -1.658
C -2.868 1.290 -2.969
O -4.085 1.280 -3.603
C -3.804 1.075 -4.982
O -2.429 0.749 -5.112
C -1.867 0.973 -3.878
C -0.548 0.918 -3.514
H -0.985 1.778 -0.258
H -3.368 1.838 -0.959
H -4.022 1.992 -5.541
H -4.417 0.256 -5.364
H 0.237 0.691 -4.220
*
```